1.
Density functional theory data (ωB97M-V/def2-TZVPD) for a structure of composition C27H51HfN2OP3Se.

The geometry in XYZ format:
```
86
Properties=species:S:1:pos:R:3:forces:R:3:mulliken_charge:R:1
Hf 0.6968 -0.2651 -0.6430 -3.015 -0.586 2.942 0.03
P -1.3212 -0.3090 1.3114 -0.799 -0.076 1.778 0.81
P 1.8136 -2.6046 -0.8276 1.428 -2.743 -0.537 1.25
P -1.4773 -0.9092 -2.0809 -1.715 -0.294 -0.921 0.51
H 0.0811 4.8035 -0.7941 -0.350 -0.082 0.229 0.39
C -0.9550 4.4537 -0.7200 -0.241 -0.430 0.463 -0.64
C -1.5088 4.0889 0.4541 0.314 -0.145 -0.651 -0.58
H -0.9353 4.0752 1.3878 -0.191 0.227 -0.361 0.30
C -1.0210 0.6603 2.8411 0.499 0.302 -0.009 -0.65
C -1.3775 -2.0046 2.0317 0.298 -0.231 -0.518 -1.06
C -3.1025 0.0959 1.1407 -0.136 0.194 -0.603 -1.34
C 2.8304 -2.7847 -2.3485 -0.132 0.716 -0.415 -1.34
C 3.0389 -3.1395 0.4237 -0.032 0.697 0.652 -1.52
C 0.7992 -4.1231 -0.9547 -0.836 0.345 0.106 -1.21
C -2.5242 0.5858 -2.2520 0.158 0.202 0.258 -0.99
C -2.6244 -2.2397 -1.5790 0.249 -0.202 0.357 -1.21
C -1.2547 -1.3438 -3.8453 0.481 -0.130 0.074 -1.29
H -1.5244 4.4632 -1.6572 0.057 0.111 0.457 0.33
H -2.5681 3.8097 0.5341 0.463 0.185 -0.122 0.31
H -0.6908 1.6731 2.5834 -0.097 -0.085 0.159 0.16
H -0.2514 0.1779 3.4580 -0.358 0.154 -0.208 -0.08
H -1.9514 0.7238 3.4241 0.284 -0.073 -0.245 0.61
H -0.5026 -2.1826 2.6733 -0.169 0.043 -0.094 0.23
H -1.3981 -2.7574 1.2321 -0.107 0.011 0.272 0.18
H -2.2882 -2.1068 2.6385 0.230 0.078 -0.161 0.50
H -3.2056 1.1633 0.9044 -0.037 -0.224 0.053 0.28
H -3.5921 -0.0902 2.1084 0.268 -0.037 -0.294 0.59
H -3.6069 -0.4936 0.3690 0.019 0.246 0.294 0.46
H 3.6147 -3.5317 -2.1623 -0.284 0.215 -0.053 0.48
H 3.2878 -1.8228 -2.6129 0.132 -0.385 -0.010 0.42
H 2.1974 -3.1127 -3.1848 0.184 0.086 0.200 0.39
H 3.5619 -4.0213 0.0257 -0.260 0.264 0.077 0.62
H 2.5452 -3.3939 1.3716 0.152 0.002 -0.186 0.44
H 3.7647 -2.3373 0.6084 -0.036 -0.251 0.002 0.39
H 1.4677 -4.9953 -0.9138 -0.101 0.316 -0.032 0.49
H 0.2460 -4.1297 -1.9048 0.142 -0.081 0.267 0.40
H 0.0860 -4.1758 -0.1211 0.174 -0.168 -0.190 0.33
H -3.1674 0.4530 -3.1316 0.108 0.031 0.219 0.49
H -1.8954 1.4741 -2.3946 -0.204 -0.076 -0.044 0.21
H -3.1455 0.7448 -1.3645 0.155 -0.015 -0.270 0.34
H -3.3668 -2.3706 -2.3781 0.158 0.069 0.194 0.50
H -3.1377 -2.0161 -0.6390 0.136 -0.150 -0.285 0.32
H -2.0662 -3.1775 -1.4552 -0.216 0.155 -0.080 0.30
H -2.2522 -1.4477 -4.2966 0.332 0.019 0.089 0.55
H -0.7045 -2.2883 -3.9419 -0.146 0.162 -0.107 0.33
H -0.6926 -0.5598 -4.3708 -0.228 -0.149 -0.068 0.53
C 1.7809 2.1722 -3.8832 -0.222 -1.179 0.343 0.77
C 1.3865 3.4608 -3.5160 -0.693 1.140 0.362 0.05
C 1.5744 4.5196 -4.4178 -0.239 -0.490 0.937 -0.53
C 2.1620 4.2971 -5.6668 0.109 -0.369 -0.153 -0.42
C 2.6103 3.0131 -6.0081 0.006 -0.475 0.477 -0.75
C 2.4455 1.9585 -5.1069 0.165 -0.553 -0.958 -0.41
Se 1.2736 0.5389 -2.8857 2.406 2.781 -1.542 0.37
H 2.2687 0.2815 -1.1987 1.728 1.201 -2.100 0.08
H 0.9103 3.6325 -2.5488 0.082 0.069 -0.356 0.11
H 1.2472 5.5261 -4.1527 0.086 -0.330 0.056 0.46
H 2.2715 5.1151 -6.3812 -0.038 -0.186 0.225 0.45
H 3.0759 2.8372 -6.9771 -0.041 -0.046 0.290 0.44
H 2.7884 0.9558 -5.3605 -0.042 0.266 -0.113 0.43
C 0.0589 -1.5922 7.0839 -0.293 -0.042 -0.119 -1.00
C 1.5009 -1.1732 6.9225 0.411 -0.127 -0.100 -0.50
N 1.7604 -0.2427 5.7993 -0.438 -0.613 -1.493 0.38
C 1.2080 1.1117 5.9988 0.185 0.305 0.336 -0.66
C 2.0089 1.9039 7.0228 0.020 0.236 -0.156 -1.13
C 1.7740 -0.8133 4.5381 -0.361 -1.033 1.950 -0.41
O 1.3665 -1.9640 4.3100 0.860 1.201 -0.437 -0.66
C 2.3168 0.0294 3.4209 -0.161 -0.420 -0.374 -0.68
C 3.0859 1.1908 3.5715 -0.277 -0.276 -0.646 0.12
C 3.2062 2.0263 2.4608 -0.188 -0.084 -0.540 -1.07
C 2.5323 1.7014 1.2804 0.146 0.085 0.144 -0.23
N 1.8817 0.5181 1.1157 0.752 -0.560 0.214 0.25
C 1.9147 -0.3710 2.1499 -0.374 1.081 0.067 0.18
H -0.5950 -0.7333 7.2583 -0.018 -0.169 0.069 0.31
H -0.0191 -2.2624 7.9437 -0.061 0.122 -0.098 0.41
H -0.2744 -2.1342 6.1937 -0.044 0.069 0.207 0.23
H 1.8629 -0.6507 7.8117 0.000 -0.322 -0.095 0.33
H 2.1190 -2.0585 6.7364 -0.019 0.258 0.190 0.43
H 1.1888 1.6511 5.0433 -0.103 -0.117 0.159 0.39
H 0.1617 1.0256 6.3434 0.363 -0.112 -0.232 0.44
H 2.9567 2.2449 6.5878 -0.096 -0.077 0.224 0.24
H 1.4340 2.7890 7.3159 0.195 -0.156 0.060 0.41
H 2.2270 1.3072 7.9157 -0.080 0.298 -0.204 0.30
H 3.5820 1.3980 4.5156 -0.206 0.125 -0.058 0.72
H 3.7935 2.9374 2.5009 -0.093 -0.069 -0.002 0.50
H 2.5391 2.3599 0.4069 0.009 -0.064 0.426 0.54
H 1.5328 -1.3850 1.9756 -0.171 0.413 0.365 0.54
```
Positions in Å, forces in eV/Å.

Output
E: -4716.1056 a.u.
Charge: +4

---

2.
Density functional theory data (ωB97M-V/def2-TZVPD) for an isolated molecule of CClFO.

The geometry in XYZ format:
```
4
Properties=species:S:1:pos:R:3:forces:R:3:nbo_charge:R:1
C -0.0633 0.0628 0.0343 -9.408 -9.520 1.589 0.39
O 0.7228 0.9343 -0.0029 7.182 8.215 -0.941 -0.15
F 0.2449 -1.2520 0.0013 1.696 -0.078 -0.356 -0.30
Cl -1.7941 0.0798 -0.0045 0.530 1.383 -0.292 0.06
```
Positions in Å, forces in eV/Å.

Output
<S²>: 2.008
E: -673.1888 a.u.
Spin multiplicity: 3

---

3.
Density functional theory data (ωB97M-V/def2-TZVPD) for an isolated molecule of C7H12.

The geometry in XYZ format:
```
19
Properties=species:S:1:pos:R:3:forces:R:3:nbo_charge:R:1
C 1.1686 1.6634 0.4241 0.068 -0.082 -0.048 -0.61
C -0.2974 1.3202 0.2988 -0.005 0.124 0.030 -0.22
C -1.0196 0.4043 -0.6624 -0.102 0.020 -0.137 -0.22
C -0.3616 -0.7232 -1.4401 0.028 0.040 -0.031 -0.40
C 0.5014 -1.4957 -0.4266 0.110 0.013 0.002 -0.41
C -0.1003 -1.1892 0.9652 -0.009 -0.005 0.049 -0.41
C -0.9511 0.0696 0.8145 -0.080 -0.046 0.122 -0.23
H 1.4380 2.4629 -0.2752 -0.001 -0.151 0.061 0.21
H 1.3593 2.0383 1.4377 0.033 -0.079 -0.167 0.21
H 1.8391 0.8182 0.2497 -0.106 0.083 0.003 0.21
H -0.9139 2.2007 0.4824 0.086 -0.117 0.031 0.21
H -1.9037 0.8477 -1.1141 -0.005 -0.209 0.160 0.22
H -1.1592 -1.3749 -1.8236 0.118 0.159 0.047 0.20
H 0.2141 -0.3822 -2.3076 -0.025 -0.026 0.118 0.21
H 0.5097 -2.5721 -0.6329 0.003 0.193 0.024 0.21
H 1.5421 -1.1628 -0.4890 -0.144 -0.023 0.067 0.20
H 0.6843 -1.0853 1.7252 -0.132 0.011 -0.086 0.21
H -0.7471 -2.0126 1.2904 0.077 0.124 -0.052 0.21
H -1.8029 0.1727 1.4835 0.085 -0.028 -0.192 0.21
```
Positions in Å, forces in eV/Å.

Output
SMILES: C[C@H]1[C@H]2CCC[C@@H]12
Relative energy (zero: lowest compared OMol25 entry of this formula, charge and spin): 49.0 kJ/mol

---

4.
Density functional theory data (ωB97M-V/def2-TZVPD) for a structure of composition C29H29F3GeMnN2O3Se2.

The geometry in XYZ format:
```
70
Properties=species:S:1:pos:R:3:forces:R:3:nbo_charge:R:1
Mn 0.4760 0.3670 -0.0929 0.582 1.415 -0.169 0.92
O -1.9559 3.2818 -1.0496 -0.021 -0.060 0.020 -0.70
C -2.2507 4.2656 -0.0903 -0.008 0.022 0.049 -0.04
C -1.8798 3.8302 1.3271 -0.074 0.112 0.122 -0.15
C -2.4207 4.9461 2.2582 0.034 -0.076 -0.077 -0.04
O -3.8414 5.0953 2.2826 0.017 0.032 0.140 -0.73
C -0.3733 3.8381 1.5945 -0.084 -0.013 0.142 -0.57
Se 0.9359 2.7573 0.6154 0.190 -0.033 -0.450 -0.17
C -2.5087 2.5198 1.7911 0.113 0.004 0.060 -0.62
Se -2.0276 0.8346 0.9002 0.031 -0.203 -0.037 0.11
H -2.1495 3.6139 -1.9289 0.017 0.058 -0.063 0.46
H -3.3294 4.4900 -0.1096 0.000 -0.002 -0.011 0.13
H -1.7086 5.2024 -0.2976 0.020 -0.020 -0.023 0.15
H -1.9473 5.8980 1.9853 -0.016 0.016 0.032 0.15
H -2.1341 4.7088 3.2829 0.026 0.000 -0.003 0.18
H -4.1028 5.6046 1.5147 -0.035 -0.013 -0.138 0.46
H -0.2360 3.6365 2.6603 0.007 -0.070 -0.010 0.20
H -0.0008 4.8525 1.4196 0.001 -0.005 -0.013 0.20
H -3.5984 2.5685 1.7169 0.003 0.007 -0.082 0.23
H -2.2758 2.4000 2.8526 -0.010 0.022 0.002 0.21
N 5.9784 -1.8754 4.7509 0.003 0.000 0.005 -0.51
C 5.1720 -1.5298 3.9807 0.001 0.006 -0.014 0.29
C 4.2052 -1.1168 3.0588 0.034 -0.010 0.036 -0.29
C 2.8321 -1.5157 3.1542 -0.060 -0.020 0.004 -0.26
C 1.9274 -1.0943 2.2244 0.123 -0.014 0.001 0.00
N 2.2284 -0.2829 1.1703 -0.212 0.025 -0.215 -0.65
C 3.5347 0.1109 1.0779 -0.137 -0.045 0.131 0.02
C 4.5126 -0.2640 1.9493 0.024 0.043 -0.039 -0.26
H 2.5045 -2.1598 3.9610 0.003 -0.001 -0.003 0.20
H 0.8917 -1.4054 2.2738 -0.003 0.008 0.008 0.21
H 3.7677 0.7643 0.2508 0.054 0.004 0.012 0.20
H 5.5236 0.0918 1.7940 0.003 -0.009 0.011 0.20
C -1.9291 0.7312 -2.9929 0.065 0.206 0.036 -1.09
Ge -0.7541 -0.5821 -2.0839 -0.252 -0.106 -0.100 1.15
C -2.0321 -2.1100 -1.8555 -0.101 -0.051 0.062 -0.31
C -2.5782 -2.6494 -3.0249 0.027 -0.002 0.051 -0.25
C -3.4758 -3.7087 -2.9940 -0.004 0.005 -0.049 -0.23
C -3.8529 -4.2624 -1.7788 -0.020 -0.029 -0.001 -0.25
C -3.3262 -3.7427 -0.6061 0.018 0.036 0.032 -0.22
C -2.4301 -2.6789 -0.6421 -0.021 0.068 -0.113 -0.24
C 0.2619 -1.3986 -3.6057 0.141 -0.147 0.139 -0.34
C 0.1858 -0.9147 -4.8846 -0.067 0.037 0.035 -0.24
C 0.8192 -1.5646 -5.9687 0.020 -0.015 -0.039 -0.22
C 1.5310 -2.7106 -5.7688 0.013 -0.002 -0.008 -0.23
C 1.6614 -3.2472 -4.4641 -0.030 0.019 0.068 0.02
C 2.4168 -4.4224 -4.2181 -0.021 0.040 -0.043 -0.23
C 2.5594 -4.9088 -2.9517 0.006 -0.012 0.025 -0.22
C 1.9585 -4.2369 -1.8639 0.014 -0.017 -0.002 -0.22
C 1.2196 -3.1095 -2.0741 -0.030 0.057 -0.032 -0.15
C 1.0345 -2.5815 -3.3806 0.034 -0.056 -0.008 -0.09
H -2.4417 0.2421 -3.8244 -0.018 0.005 -0.013 0.21
H -1.3460 1.5783 -3.3607 0.041 -0.073 -0.036 0.22
H -2.6635 1.1146 -2.2851 0.005 -0.099 0.048 0.24
H -2.2793 -2.2482 -3.9884 -0.007 0.004 -0.011 0.20
H -3.8738 -4.1074 -3.9214 0.001 0.002 0.000 0.19
H -4.5480 -5.0947 -1.7477 0.003 0.002 -0.003 0.19
H -3.6114 -4.1695 0.3496 0.002 0.011 0.001 0.19
H -2.0148 -2.2686 0.2661 -0.022 -0.063 0.060 0.26
H -0.3732 -0.0074 -5.0858 -0.005 0.010 0.020 0.20
H 0.7318 -1.1454 -6.9656 0.002 -0.003 -0.001 0.19
H 2.0185 -3.2211 -6.5933 -0.013 0.017 -0.016 0.19
H 2.8890 -4.9182 -5.0605 0.003 -0.015 0.011 0.19
H 3.1469 -5.8023 -2.7735 -0.001 0.002 -0.001 0.20
H 2.0997 -4.6054 -0.8556 0.000 0.002 -0.003 0.21
H 0.7900 -2.5866 -1.2257 -0.015 -0.027 0.019 0.24
F 2.8318 1.7245 -1.4660 -0.022 0.012 0.157 -0.38
C 1.8296 0.8076 -1.6852 0.100 0.277 0.221 0.71
F 1.2543 1.2927 -2.8359 -0.014 0.053 -0.196 -0.38
F 2.5128 -0.3102 -2.0587 0.072 -0.124 -0.120 -0.37
O -0.4023 -0.9660 0.4751 -0.525 -1.207 0.383 -0.86
```
Positions in Å, forces in eV/Å.

Output
<S²>: 9.070
Spin multiplicity: 6
Relative energy (zero: lowest compared OMol25 entry of this formula, charge and spin): 17.8 kJ/mol
Charge: -2